Entry 1:
# C19H28BF4O2Pt

A structure of composition C19H28BF4O2Pt at a distorted geometry (ωB97M-V/def2-TZVPD, OMol25).

Output
Net charge ... +1
ΔE to the lowest compared entry with this formula, charge and spin ... 0.0 kcal per mole
LUMO level (spin up / spin down) ... -3.8 / -8.2 eV
Energy ... -1434.52071 Ha
2S+1 ... 5

Cartesian coordinates (Å):
O -2.943 -1.920 -0.134
C -3.016 -3.265 0.489
C -4.346 -3.612 -0.086
H -2.914 -3.174 1.579
H -2.212 -3.898 0.117
C -4.271 -2.173 -0.640
H -5.142 -3.786 0.609
H -4.367 -4.283 -0.925
C -5.364 -1.383 0.044
H -5.247 -1.435 1.143
H -6.330 -1.816 -0.240
H -5.356 -0.346 -0.282
C -4.314 -2.100 -2.158
H -3.456 -2.642 -2.574
H -4.237 -1.058 -2.496
H -5.263 -2.548 -2.480
Pt 1.348 1.886 -1.201
C 3.704 2.002 -1.745
C 3.991 1.264 -0.564
C 3.206 0.100 -0.544
H 4.759 1.550 0.153
C 2.436 0.033 -1.784
C 2.774 1.223 -2.574
H 2.499 1.383 -3.628
H 4.244 2.880 -2.093
H 3.219 -0.689 0.202
H 1.819 -0.790 -2.158
C 2.030 3.890 0.179
C 0.977 3.991 -0.812
C -0.150 3.159 -0.300
H 0.928 4.651 -1.688
C 0.248 2.662 1.014
C 1.591 3.060 1.256
H 2.208 2.835 2.133
H 2.951 4.468 0.141
H -1.170 3.153 -0.731
H -0.413 2.150 1.714
O -1.109 -1.160 1.913
C -0.733 -0.784 0.574
C 0.106 -1.925 0.002
H -0.195 0.174 0.545
H -1.644 -0.599 0.006
C 0.170 -2.889 1.192
H 1.160 -1.630 -0.201
H -0.331 -2.358 -0.907
C -0.025 -1.955 2.372
H 1.052 -3.535 1.131
H -0.706 -3.516 1.125
H 0.876 -1.332 2.452
H -0.220 -2.445 3.327
F 4.465 3.163 2.377
B 5.448 3.731 1.500
F 6.079 2.634 0.773
F 4.776 4.607 0.616
F 6.407 4.397 2.267


Entry 2:
# C40H36Cl5CsN2O3S4Se

A structure of composition C40H36Cl5CsN2O3S4Se at a distorted geometry (ωB97M-V/def2-TZVPD, OMol25).

Output
Net charge ... -2
ΔE to the lowest compared entry with this formula, charge and spin ... 11.3 kcal per mole
LUMO level ... 3.4 eV
Energy ... -8196.31781 Ha

Cartesian coordinates (Å):
Cs -0.167 0.133 0.123
O 2.046 2.319 0.872
S 2.688 3.632 0.614
C 4.442 3.278 0.230
C 4.631 1.960 -0.520
C 4.897 0.767 0.395
C 4.946 -0.532 -0.397
S 3.269 -1.387 -0.485
O 2.312 -0.268 -0.209
C 3.478 -2.294 1.047
C 2.810 -1.883 2.182
C 2.934 -2.631 3.347
C 3.715 -3.774 3.365
C 4.367 -4.189 2.207
C 4.241 -3.454 1.042
C 2.215 4.172 -1.028
C 2.273 5.531 -1.302
C 1.940 5.985 -2.568
C 1.554 5.077 -3.546
C 1.482 3.724 -3.255
C 1.789 3.264 -1.982
H 4.962 3.266 1.190
H 4.784 4.144 -0.337
H 5.470 2.068 -1.215
H 3.750 1.740 -1.119
H 4.109 0.709 1.148
H 5.847 0.922 0.920
H 5.636 -1.255 0.031
H 5.242 -0.350 -1.433
H 2.152 -1.026 2.134
H 2.376 -2.337 4.226
H 3.788 -4.367 4.268
H 4.945 -5.105 2.206
H 4.691 -3.796 0.119
H 2.558 6.226 -0.521
H 1.958 7.045 -2.785
H 1.273 5.430 -4.531
H 1.148 3.022 -4.006
H 1.658 2.222 -1.723
Cl -0.475 0.810 -3.143
C -1.286 2.344 -2.779
C -1.344 2.753 -1.462
C -1.969 3.964 -1.284
Cl -2.092 4.617 0.369
C -2.487 4.756 -2.304
Cl -3.253 6.290 -1.996
C -2.374 4.306 -3.616
Cl -2.969 5.268 -4.930
C -1.765 3.078 -3.859
Cl -1.567 2.538 -5.503
C 0.282 -4.955 3.153
C 0.352 -3.974 2.002
S -0.417 -2.412 2.303
C 0.929 -4.337 0.828
C 1.474 -5.748 0.703
S 1.149 -3.319 -0.584
H 0.046 -4.426 4.075
H 1.230 -5.483 3.288
H -0.499 -5.708 2.996
H 2.397 -5.872 1.286
H 1.703 -5.960 -0.339
H 0.759 -6.492 1.063
Se -1.906 -2.942 0.215
N -2.469 -1.452 -0.512
C -3.808 -1.377 -0.254
C -4.644 -0.334 -0.677
C -5.992 -0.373 -0.378
C -6.532 -1.443 0.350
C -5.729 -2.482 0.779
C -4.358 -2.476 0.474
N -3.485 -3.472 0.779
H -4.216 0.495 -1.227
H -6.636 0.434 -0.705
H -7.593 -1.455 0.577
H -6.139 -3.316 1.336
C -0.201 3.404 3.125
C -1.237 2.315 3.048
O -1.161 1.426 2.230
C -2.377 2.319 4.026
C -2.576 3.349 4.939
C -3.652 3.307 5.813
C -4.532 2.234 5.777
C -4.338 1.204 4.865
C -3.265 1.247 3.991
H 0.590 3.164 2.420
H 0.202 3.477 4.137
H -0.650 4.362 2.861
H -1.897 4.192 4.965
H -3.807 4.114 6.519
H -5.374 2.203 6.459
H -5.025 0.369 4.828
H -3.098 0.461 3.267


Entry 3:
# C12H7MnN2O4S

A structure of composition C12H7MnN2O4S at a distorted geometry (ωB97M-V/def2-TZVPD, OMol25).

Output
Net charge ... 0
ΔE to the lowest compared entry with this formula, charge and spin ... 65.9 kcal per mole
LUMO level (spin up / spin down) ... -3.5 / -3.2 eV
Energy ... -2421.07486 Ha
2S+1 ... 5

Cartesian coordinates (Å):
Mn 0.578 0.163 0.519
O -1.547 -1.621 -5.690
C -2.371 -1.370 -4.803
O -3.598 -1.499 -4.692
C -1.685 -1.018 -3.440
C -2.463 -0.668 -2.337
C -1.854 -0.325 -1.159
N -0.507 -0.328 -1.040
C 0.255 -0.681 -2.108
C -0.293 -1.024 -3.309
C 1.723 -0.625 -1.815
O 2.584 -0.904 -2.576
O 1.973 -0.203 -0.536
H -3.540 -0.677 -2.443
H -2.427 -0.039 -0.283
H 0.332 -1.288 -4.153
S 3.949 1.019 2.136
C 2.465 1.025 2.839
C 2.224 1.360 4.228
C 0.986 1.381 4.772
C -0.170 1.062 3.989
C 0.073 0.746 2.710
N 1.310 0.712 2.128
H 3.097 1.600 4.816
H 0.855 1.641 5.814
H -1.170 1.073 4.393
H -0.779 0.490 2.042


Entry 4:
# C4H7N

A cluster of 2 separate species, C4H7N in total at a distorted geometry (ωB97M-V/def2-TZVPD, OMol25).

Output
Net charge ... 0
ΔE to the lowest compared entry with this formula, charge and spin ... 125.1 kcal per mole
LUMO level ... 1.1 eV
Energy ... -211.16130 Ha

Cartesian coordinates (Å):
C -2.048 0.704 -1.338
C -1.179 0.159 -0.585
N -0.702 0.712 -1.888
H -2.972 1.184 -1.650
H -0.758 -0.469 0.136
H -0.631 0.088 -2.679
C 1.343 -0.648 1.954
C 1.323 -0.149 0.674
H 1.449 -0.022 2.897
H 0.952 -1.611 2.148
H 1.466 -0.843 -0.136
H 1.758 0.894 0.467


Entry 5:
# C4H12NO3

A cluster of 2 separate species, C4H12NO3 in total at a distorted geometry (ωB97M-V/def2-TZVPD, OMol25).

Output
Net charge ... +1
ΔE to the lowest compared entry with this formula, charge and spin ... 33.4 kcal per mole
LUMO level ... -3.5 eV
Energy ... -439.82133 Ha

Cartesian coordinates (Å):
O -2.576 -1.430 -0.159
C -1.581 -1.480 0.507
C -0.682 -0.211 0.587
C 0.634 -0.529 1.304
C 1.537 0.669 1.686
O 1.285 -1.448 0.423
N -0.399 0.134 -0.824
H -1.282 -2.401 1.032
H -1.091 0.590 1.202
H 0.433 -1.045 2.254
H 1.908 0.573 2.697
H 2.362 0.821 0.994
H 0.902 1.556 1.562
H 1.991 -1.972 0.809
H 0.374 -0.402 -1.241
H -0.218 1.126 -1.028
H -1.171 -0.132 -1.456
H -0.700 2.595 -3.318
H -0.992 1.314 -3.945
O -0.734 1.673 -3.086